# 1
# C33H75B3F12N9O3

A 9-piece molecular cluster, C33H75B3F12N9O3 overall in a non-equilibrium geometry (ωB97M-V/def2-TZVPD, OMol25).

Positions of all 135 atoms, in Å:
C 2.641 -1.601 -2.119
C 1.359 -2.246 -2.615
N 1.454 -2.634 -4.027
C 2.274 -3.630 -4.517
C 2.121 -3.615 -5.859
N 1.282 -2.579 -6.181
C 0.849 -2.037 -5.040
C 0.872 -2.208 -7.530
H 3.510 -2.237 -2.304
H 2.578 -1.292 -1.081
H 2.839 -0.739 -2.770
H 0.509 -1.575 -2.488
H 1.073 -3.109 -2.014
H 2.855 -4.205 -3.820
H 2.500 -4.247 -6.645
H 0.196 -1.185 -4.960
H 1.503 -1.417 -7.932
H -0.143 -1.817 -7.511
H 0.912 -3.094 -8.155
C 2.365 -0.274 2.706
C 3.759 0.185 3.122
N 4.824 -0.238 2.203
C 4.992 -1.503 1.665
C 6.061 -1.424 0.844
N 6.607 -0.169 0.965
C 5.792 0.538 1.743
C 7.824 0.286 0.296
H 2.182 -1.341 2.641
H 2.115 0.200 1.754
H 1.694 0.184 3.432
H 3.963 -0.167 4.135
H 3.803 1.272 3.178
H 4.336 -2.320 1.916
H 6.560 -2.185 0.267
H 6.058 1.502 2.149
H 7.555 0.912 -0.552
H 8.423 -0.571 0.009
H 8.421 0.915 0.954
C -3.476 6.656 3.224
C -3.206 5.962 1.893
N -2.460 4.714 2.091
C -2.861 3.442 1.732
C -1.812 2.625 1.945
N -0.725 3.401 2.274
C -1.150 4.671 2.332
C 0.670 2.968 2.398
H -2.647 7.337 3.432
H -3.586 5.971 4.059
H -4.337 7.318 3.147
H -2.644 6.590 1.194
H -4.099 5.809 1.285
H -3.856 3.302 1.343
H -1.744 1.575 1.685
H -0.533 5.541 2.484
H 0.857 2.235 1.611
H 0.734 2.387 3.318
H 1.311 3.842 2.412
C -1.267 5.286 -1.437
N -0.099 4.852 -2.272
C -0.628 4.526 -3.631
C 0.846 6.013 -2.420
C 0.623 3.723 -1.607
C -0.089 2.364 -1.526
O -0.332 1.752 -2.783
H -0.926 5.399 -0.409
H -2.021 4.502 -1.452
H -1.645 6.232 -1.813
H -1.363 3.732 -3.557
H 0.183 4.220 -4.286
H -1.150 5.402 -4.010
H 1.154 6.364 -1.441
H 0.394 6.777 -3.047
H 1.695 5.633 -2.987
H 0.904 4.017 -0.595
H 1.564 3.566 -2.142
H -1.009 2.499 -0.957
H 0.550 1.719 -0.918
H 0.531 1.660 -3.203
C 1.807 -6.666 3.885
N 2.040 -5.229 4.225
C 1.237 -4.917 5.469
C 3.466 -4.973 4.582
C 1.514 -4.342 3.111
C 1.969 -4.707 1.699
O 3.358 -5.079 1.756
H 0.740 -6.825 3.749
H 2.253 -7.299 4.645
H 2.299 -6.850 2.933
H 1.727 -5.515 6.235
H 0.217 -5.278 5.347
H 1.300 -3.856 5.681
H 3.502 -3.899 4.778
H 4.136 -5.147 3.751
H 3.711 -5.512 5.490
H 1.745 -3.309 3.361
H 0.430 -4.467 3.191
H 1.802 -3.897 0.991
H 1.419 -5.586 1.355
H 3.776 -5.091 0.891
C -4.138 1.162 -3.924
N -4.403 0.542 -2.600
C -3.118 0.490 -1.836
C -5.314 1.363 -1.784
C -4.861 -0.911 -2.739
C -5.831 -1.111 -3.876
O -7.010 -0.378 -3.621
H -3.495 2.031 -3.798
H -5.071 1.439 -4.404
H -3.571 0.429 -4.494
H -2.745 1.475 -1.574
H -2.363 0.019 -2.469
H -3.205 -0.164 -0.964
H -6.283 1.534 -2.253
H -4.957 2.377 -1.601
H -5.460 0.788 -0.867
H -5.319 -1.181 -1.787
H -3.945 -1.489 -2.849
H -6.060 -2.180 -3.940
H -5.402 -0.912 -4.864
H -7.775 -0.899 -3.885
B -0.504 -1.266 0.757
F -0.610 -1.533 2.090
F 0.493 -2.183 0.250
F -1.691 -1.596 0.098
F -0.065 0.090 0.508
B -1.918 -3.261 5.160
F -1.565 -3.360 6.520
F -1.881 -4.599 4.628
F -3.166 -2.701 5.001
F -0.949 -2.517 4.435
B -4.617 0.019 2.097
F -4.609 -0.276 0.686
F -3.324 -0.147 2.588
F -5.090 1.338 2.338
F -5.500 -0.909 2.622

Properties
2S+1: 1
gap between HOMO and LUMO: 6.6 eV
total charge: +3

=====

# 2
# C4H10S2

C4H10S2 as an isolated structure in a non-equilibrium geometry (ωB97M-V/def2-TZVPD, OMol25).

Positions of all 16 atoms, in Å:
C -0.626 1.283 2.104
C 0.662 1.215 1.450
S -2.074 0.895 -1.055
S -0.447 0.720 -2.221
C 0.156 -0.981 -2.064
C 0.533 -1.482 -0.664
H -0.439 0.751 0.966
H -1.510 1.882 1.939
H -0.780 0.659 2.981
H 1.098 2.108 1.011
H 1.417 0.572 1.884
H -0.679 -1.622 -2.375
H 0.888 -1.118 -2.853
H 1.188 -0.767 -0.165
H 1.038 -2.449 -0.761
H -0.427 -1.665 -0.175

Properties
ΔE to the lowest compared entry with this formula, charge and spin: 490.3 kJ/mol
2S+1: 1
gap between HOMO and LUMO: 4.8 eV

=====

# 3
# C5H10O

One molecule with the formula C5H10O (ωB97M-V/def2-TZVPD, OMol25).

Positions of all 16 atoms, in Å:
O -2.354 0.120 -0.170
C -0.989 0.189 -0.527
C -0.212 -1.153 -0.373
C 1.003 -0.778 0.480
C 1.285 0.659 0.029
C -0.120 1.245 0.210
H -2.440 -0.473 0.587
H -1.003 0.481 -1.583
H -0.830 -1.940 0.079
H 0.100 -1.527 -1.357
H 1.839 -1.480 0.432
H 0.676 -0.712 1.526
H 2.078 1.152 0.597
H 1.574 0.681 -1.033
H -0.327 1.284 1.291
H -0.279 2.251 -0.188

Properties
ΔE to the lowest compared entry with this formula, charge and spin: 30.2 kJ/mol
structure (SMILES): OC1CCCC1
2S+1: 1
gap between HOMO and LUMO: 11.0 eV

=====

# 4
# C3H2N4

A 2-piece molecular cluster, C3H2N4 overall in a non-equilibrium geometry (ωB97M-V/def2-TZVPD, OMol25).

Positions of all 9 atoms, in Å:
N -0.025 -1.093 2.448
C -0.231 -0.232 1.700
C -0.493 0.843 0.799
C 0.168 0.941 -0.344
N 0.689 0.961 -1.441
N 0.134 -2.297 -1.748
N -0.595 -2.158 -0.935
H -1.228 1.595 1.066
H 1.582 1.439 -1.545

Properties
ΔE to the lowest compared entry with this formula, charge and spin: 0.0 kJ/mol
structure (SMILES): N#CC=C=N.N#N
2S+1: 1
gap between HOMO and LUMO: 10.4 eV

=====

# 5
# C5H17N2O2

A 2-piece molecular cluster, C5H17N2O2 overall in a non-equilibrium geometry (ωB97M-V/def2-TZVPD, OMol25).

Positions of all 26 atoms, in Å:
N -0.367 1.345 -0.875
C -1.380 1.092 0.185
C -2.318 -0.068 -0.269
O -2.686 0.234 -1.607
C -0.670 0.798 1.543
N 0.682 0.301 1.267
C 0.846 -1.167 1.487
C 2.314 -1.556 1.607
H -0.426 2.309 -1.139
H 0.549 1.103 -0.441
H -0.490 0.674 -1.621
H -2.117 1.895 0.213
H -1.764 -1.013 -0.250
H -3.157 -0.024 0.426
H -2.892 -0.550 -2.080
H -0.550 1.757 2.042
H -1.266 0.073 2.090
H 1.422 0.762 1.773
H 0.372 -1.567 0.590
H 0.384 -1.568 2.392
H 2.470 -2.623 1.488
H 2.980 -0.950 0.990
H 2.660 -1.299 2.615
H 2.502 -0.850 -3.443
H 3.161 -1.515 -2.297
O 2.897 -0.638 -2.586

Properties
ΔE to the lowest compared entry with this formula, charge and spin: 134.8 kJ/mol
2S+1: 1
gap between HOMO and LUMO: 10.7 eV
total charge: +1

=====

# 6
# C32H39N5O4S5Sr

C32H39N5O4S5Sr as an isolated structure (ωB97M-V/def2-TZVPD, OMol25).

Positions of all 86 atoms, in Å:
Sr 0.483 0.742 0.381
C 2.408 -2.165 1.855
O 1.379 -1.861 0.922
C 1.535 -2.537 -0.310
C 0.181 -2.612 -0.977
O -0.377 -1.316 -1.190
C -0.668 -0.997 -2.542
C 0.583 -0.610 -3.294
O 1.123 0.521 -2.665
C 2.341 0.938 -3.271
H 2.358 -3.230 2.120
H 3.387 -1.918 1.442
H 2.222 -1.553 2.736
H 2.276 -2.009 -0.923
H 1.887 -3.564 -0.138
H 0.279 -3.141 -1.930
H -0.517 -3.164 -0.342
H -1.170 -1.840 -3.032
H -1.343 -0.141 -2.510
H 1.317 -1.430 -3.292
H 0.330 -0.396 -4.344
H 2.147 1.276 -4.300
H 2.756 1.753 -2.681
H 3.062 0.118 -3.291
S 7.470 -1.720 -3.973
C 6.529 -0.656 -3.080
S 6.523 1.041 -3.276
C 5.362 1.505 -2.030
C 4.846 0.454 -1.336
S 3.660 0.352 -0.063
S 5.440 -1.125 -1.846
S 5.035 3.205 -1.941
C -1.071 -4.306 3.939
C -0.729 -3.793 2.539
C -1.934 -3.324 1.754
C -2.792 -4.298 1.243
C -3.852 -3.972 0.418
C -4.059 -2.638 0.087
C -3.235 -1.638 0.577
C -3.520 -0.199 0.249
C -4.312 0.480 1.369
C -2.169 -1.970 1.437
N -1.289 -0.958 1.842
C -1.088 -0.783 3.105
C -0.059 0.013 3.676
C 0.197 0.167 5.050
C 1.350 0.944 5.140
C 1.735 1.207 3.814
N 0.896 0.654 2.932
H -0.180 -4.687 4.442
H -1.809 -5.110 3.893
H -1.490 -3.509 4.556
H -0.257 -4.607 1.977
H 0.010 -2.998 2.603
H -2.592 -5.339 1.478
H -4.496 -4.746 0.018
H -4.878 -2.362 -0.570
H -4.080 -0.152 -0.690
H -2.589 0.351 0.110
H -5.252 -0.050 1.551
H -4.532 1.522 1.135
H -3.727 0.477 2.289
H -1.730 -1.299 3.829
H -0.397 -0.240 5.857
H 1.854 1.276 6.035
H 2.594 1.769 3.472
C -2.093 4.953 -2.842
C -2.929 4.213 -2.026
C -2.586 2.898 -1.750
N -1.487 2.306 -2.214
C -0.688 3.033 -2.995
C -0.950 4.350 -3.343
H -2.319 5.988 -3.072
H -3.810 4.641 -1.567
H -3.210 2.304 -1.091
H 0.211 2.536 -3.337
H -0.258 4.887 -3.978
O -3.265 3.789 1.314
C -2.310 3.047 1.223
N -1.386 2.318 1.111
C 2.491 5.230 -1.443
C 1.874 4.050 -0.863
N 1.373 3.126 -0.410
H 2.922 4.956 -2.406
H 3.307 5.553 -0.798
H 1.748 6.021 -1.551

Properties
ΔE to the lowest compared entry with this formula, charge and spin: 0.0 kJ/mol
2S+1: 1
gap between HOMO and LUMO: 5.0 eV
total charge: -2